# C51H55FO28S

A 6-piece molecular cluster, C51H55FO28S overall (ωB97M-V/def2-TZVPD, the OMol25 dataset).

Output
**SMILES string**: CCCCCCCCCCCCC[C@](CC=O)(CC(=O)OC(C)=O)OC(=O)S(=O)(=O)F.O=C1C=C(O)C(=O)C=C1O.O=C1C=C(O)C(=O)C=C1O.O=C1C=C(O)C(=O)C=C1O.O=C1C=C(O)C(=O)C=C1O.O=C1C=C(O)C(=O)C=C1O
**E**: -4580.5285 Eh

Positions of all 136 atoms, in Å:
C (1.289, 2.661, 3.048)
C (0.503, 1.272, 2.582)
C (0.218, 1.211, 0.954)
C (-1.396, 1.010, 0.620)
C (-1.491, 0.607, -0.967)
C (-2.825, 1.171, -1.736)
C (-3.112, 2.776, -1.538)
C (-1.824, 3.742, -1.893)
C (-1.995, 5.158, -1.068)
C (-0.740, 6.212, -1.363)
C (0.492, 5.985, -0.288)
C (1.973, 5.921, -1.062)
C (2.869, 4.606, -0.613)
C (3.586, 4.054, -2.022)
C (2.396, 3.313, -2.857)
C (2.875, 2.108, -3.862)
O (1.876, 1.380, -4.434)
C (4.809, 3.072, -1.521)
C (4.325, 1.672, -0.819)
O (3.444, 1.537, 0.175)
O (4.991, 0.425, -1.323)
C (4.058, -0.711, -1.303)
C (2.916, -1.019, -2.460)
O (4.133, -1.625, -0.300)
O (4.192, 5.230, -2.640)
C (4.068, 5.275, -4.096)
O (3.008, 5.875, -4.706)
S (5.364, 4.596, -5.326)
O (5.980, 3.249, -4.884)
O (6.521, 5.669, -5.309)
F (4.746, 4.507, -6.934)
H (0.605, 3.224, 3.834)
H (1.437, 3.337, 2.079)
H (2.327, 2.362, 3.506)
H (-0.488, 1.223, 3.209)
H (1.157, 0.319, 2.835)
H (0.580, 2.192, 0.425)
H (0.772, 0.283, 0.501)
H (-1.815, 0.088, 1.230)
H (-2.007, 1.960, 0.926)
H (-0.511, 0.972, -1.521)
H (-1.509, -0.580, -1.062)
H (-2.772, 0.923, -2.889)
H (-3.750, 0.567, -1.313)
H (-3.991, 3.056, -2.270)
H (-3.432, 2.929, -0.416)
H (-0.802, 3.267, -1.537)
H (-1.853, 4.000, -3.034)
H (-1.954, 4.952, 0.103)
H (-3.052, 5.621, -1.325)
H (-0.433, 6.040, -2.486)
H (-1.207, 7.289, -1.303)
H (0.272, 5.013, 0.340)
H (0.539, 6.969, 0.380)
H (2.608, 6.888, -0.767)
H (1.727, 5.964, -2.209)
H (2.167, 3.812, -0.118)
H (3.683, 4.963, 0.177)
H (1.699, 2.786, -2.042)
H (1.656, 4.052, -3.429)
H (3.974, 1.781, -4.094)
H (5.385, 3.684, -0.673)
H (5.610, 2.827, -2.337)
H (2.638, -2.170, -2.547)
H (1.922, -0.452, -2.198)
H (3.255, -0.677, -3.547)
O (2.805, 7.785, 2.269)
C (4.010, 7.984, 2.157)
C (4.976, 6.885, 2.003)
C (6.283, 7.135, 1.899)
O (7.196, 6.107, 1.751)
C (6.809, 8.527, 1.939)
O (8.017, 8.724, 1.860)
C (5.842, 9.627, 2.068)
C (4.534, 9.377, 2.168)
O (3.619, 10.407, 2.288)
H (4.579, 5.878, 1.978)
H (8.074, 6.544, 1.700)
H (6.237, 10.635, 2.078)
H (2.741, 9.970, 2.346)
O (-7.963, -3.074, 3.448)
C (-7.186, -2.445, 2.739)
C (-6.517, -1.219, 3.202)
C (-5.689, -0.548, 2.399)
O (-5.055, 0.603, 2.828)
C (-5.415, -1.011, 1.010)
O (-4.664, -0.363, 0.289)
C (-6.065, -2.249, 0.555)
C (-6.890, -2.922, 1.360)
O (-7.503, -4.089, 0.940)
H (-6.727, -0.893, 4.213)
H (-4.512, 0.901, 2.066)
H (-5.843, -2.584, -0.450)
H (-8.051, -4.384, 1.700)
O (1.918, -3.707, -1.738)
C (2.503, -4.752, -1.475)
C (3.971, -4.836, -1.416)
C (4.577, -5.993, -1.143)
O (5.956, -6.079, -1.083)
C (3.796, -7.235, -0.892)
O (4.382, -8.288, -0.662)
C (2.328, -7.146, -0.927)
C (1.721, -5.989, -1.197)
O (0.342, -5.896, -1.229)
H (4.526, -3.926, -1.603)
H (6.150, -7.018, -0.872)
H (1.773, -8.053, -0.726)
H (0.148, -4.959, -1.447)
O (1.928, -13.135, -5.397)
C (2.621, -12.718, -4.476)
C (2.660, -11.295, -4.105)
C (3.439, -10.871, -3.107)
O (3.479, -9.536, -2.751)
C (4.295, -11.817, -2.340)
O (5.014, -11.395, -1.440)
C (4.238, -13.243, -2.695)
C (3.457, -13.667, -3.690)
O (3.396, -15.007, -4.028)
H (2.035, -10.618, -4.673)
H (4.116, -9.483, -2.006)
H (4.852, -13.922, -2.116)
H (2.763, -15.058, -4.777)
O (-11.020, -1.945, 3.879)
C (-11.282, -1.899, 5.076)
C (-12.458, -1.183, 5.595)
C (-12.706, -1.139, 6.906)
O (-13.810, -0.469, 7.400)
C (-11.806, -1.806, 7.886)
O (-12.050, -1.732, 9.086)
C (-10.644, -2.543, 7.365)
C (-10.398, -2.590, 6.055)
O (-9.309, -3.283, 5.558)
H (-13.102, -0.700, 4.871)
H (-13.768, -0.581, 8.375)
H (-10.008, -3.038, 8.088)
H (-9.348, -3.165, 4.584)


# C51H56AsCdN7O3S2Sb

C51H56AsCdN7O3S2Sb as an isolated structure (ωB97M-V/def2-TZVPD, the OMol25 dataset).

Output
**Net charge**: -1
**E**: -6026.2515 Eh
**ΔE to the lowest compared entry with this formula, charge and spin**: 1.4560 eV

Positions of all 122 atoms, in Å:
Cd (-1.135, 0.217, 0.078)
C (-3.222, 1.510, 3.913)
C (-2.651, 0.600, 2.867)
N (-1.610, 0.912, 2.187)
N (-0.994, 2.097, 2.468)
C (0.232, 2.136, 1.933)
O (0.811, 1.193, 1.331)
C (0.977, 3.419, 2.152)
C (0.310, 4.609, 2.434)
C (1.024, 5.793, 2.567)
C (2.409, 5.794, 2.434)
C (3.078, 4.607, 2.162)
C (2.361, 3.426, 2.011)
C (-3.274, -0.730, 2.618)
C (-4.500, -1.057, 3.181)
C (-5.062, -2.299, 2.914)
C (-4.383, -3.184, 2.102)
C (-3.149, -2.787, 1.606)
N (-2.599, -1.607, 1.861)
H (-2.728, 2.472, 3.838)
H (-4.297, 1.639, 3.761)
H (-3.065, 1.106, 4.919)
H (-0.769, 4.589, 2.529)
H (0.501, 6.721, 2.771)
H (2.964, 6.721, 2.529)
H (4.156, 4.604, 2.050)
H (2.860, 2.494, 1.774)
H (-5.022, -0.346, 3.805)
H (-6.025, -2.561, 3.332)
H (-4.798, -4.150, 1.839)
H (-2.575, -3.456, 0.970)
S (-1.579, 2.491, -0.941)
C (-1.053, 2.418, -2.628)
C (-1.897, 2.985, -3.600)
C (-1.497, 3.148, -4.916)
C (-0.208, 2.793, -5.301)
C (0.630, 2.215, -4.365)
C (0.214, 1.967, -3.054)
As (1.446, 1.092, -1.791)
C (2.739, 2.576, -1.991)
C (2.267, 3.817, -1.551)
C (3.043, 4.958, -1.682)
C (4.316, 4.875, -2.239)
C (4.797, 3.645, -2.667)
C (4.009, 2.503, -2.548)
C (2.287, -0.189, -3.032)
C (1.642, -0.709, -4.156)
C (2.225, -1.726, -4.905)
C (3.468, -2.236, -4.550)
C (4.108, -1.749, -3.417)
C (3.510, -0.750, -2.658)
H (-2.878, 3.322, -3.286)
H (-2.185, 3.573, -5.638)
H (0.139, 2.975, -6.312)
H (1.642, 1.957, -4.654)
H (1.276, 3.885, -1.109)
H (2.651, 5.914, -1.352)
H (4.924, 5.767, -2.346)
H (5.785, 3.574, -3.107)
H (4.392, 1.560, -2.913)
H (0.674, -0.321, -4.451)
H (1.698, -2.128, -5.762)
H (3.928, -3.020, -5.141)
H (5.073, -2.147, -3.125)
H (3.998, -0.400, -1.753)
N (-7.074, 1.043, -5.610)
C (-6.226, 0.524, -4.626)
C (-5.449, 1.380, -3.841)
C (-4.587, 0.871, -2.888)
C (-4.484, -0.505, -2.726)
C (-5.242, -1.370, -3.499)
C (-6.109, -0.856, -4.450)
S (-3.513, -1.120, -1.395)
O (-3.824, -2.523, -1.238)
O (-3.842, -0.236, -0.295)
N (-1.964, -0.868, -1.713)
C (-1.105, -1.936, -1.925)
N (-1.360, -2.894, -2.830)
C (-0.444, -3.848, -2.952)
C (0.723, -3.893, -2.204)
C (0.895, -2.863, -1.299)
N (0.002, -1.889, -1.152)
H (-7.329, 2.009, -5.492)
H (-7.850, 0.461, -5.868)
H (-5.538, 2.455, -3.975)
H (-4.000, 1.527, -2.246)
H (-5.148, -2.438, -3.339)
H (-6.716, -1.524, -5.056)
H (-0.655, -4.618, -3.692)
H (1.467, -4.666, -2.334)
H (1.768, -2.808, -0.654)
C (3.885, -3.485, 3.138)
C (3.236, -2.542, 2.125)
C (4.166, -1.373, 1.774)
Sb (1.242, -1.674, 2.518)
C (1.683, -0.430, 4.271)
C (2.765, -0.920, 5.230)
C (0.365, -0.156, 5.004)
C (0.350, -3.431, 3.502)
C (0.833, -3.859, 4.888)
C (0.429, -4.582, 2.495)
H (4.866, -3.815, 2.764)
H (3.286, -4.381, 3.311)
H (4.052, -2.998, 4.102)
H (3.050, -3.115, 1.210)
H (4.415, -0.789, 2.667)
H (3.707, -0.686, 1.053)
H (5.112, -1.735, 1.348)
H (2.018, 0.502, 3.807)
H (2.526, -1.896, 5.659)
H (2.871, -0.209, 6.062)
H (3.739, -0.992, 4.741)
H (-0.084, -1.079, 5.391)
H (-0.362, 0.325, 4.347)
H (0.534, 0.513, 5.859)
H (-0.692, -3.122, 3.586)
H (1.866, -4.218, 4.869)
H (0.207, -4.681, 5.270)
H (0.774, -3.043, 5.612)
H (1.451, -4.975, 2.421)
H (0.125, -4.269, 1.488)
H (-0.223, -5.416, 2.794)


# C51H56F3N5O5S2

A 2-piece molecular cluster, C51H56F3N5O5S2 overall (ωB97M-V/def2-TZVPD, the OMol25 dataset).

Output
**E**: -3722.8291 Eh
**ΔE to the lowest compared entry with this formula, charge and spin**: 0.0000 eV

Positions of all 122 atoms, in Å:
C (1.784, 2.990, 0.713)
C (2.509, 1.810, 1.347)
C (2.645, 0.676, 0.329)
C (3.914, 2.336, 1.692)
C (1.795, 1.228, 2.609)
C (2.651, 0.625, 3.531)
C (2.188, 0.082, 4.715)
C (0.828, 0.097, 4.981)
C (-0.089, 0.634, 4.087)
C (-1.593, 0.559, 4.505)
C (-2.236, 1.943, 4.504)
C (-1.793, 0.064, 5.946)
C (-2.315, -0.445, 3.610)
C (0.395, 1.159, 2.852)
N (-0.554, 1.671, 1.870)
C (-1.167, 1.044, 0.809)
C (-0.895, -0.257, 0.444)
C (-1.505, -1.020, -0.628)
C (-2.909, -1.148, -0.744)
C (-3.495, -1.748, -1.843)
C (-2.677, -2.346, -2.827)
N (-3.246, -2.676, -4.087)
O (-2.540, -3.248, -4.949)
O (-4.444, -2.355, -4.290)
C (-1.284, -2.434, -2.624)
C (-0.711, -1.746, -1.571)
N (-1.921, 2.040, 0.176)
C (-2.824, 1.922, -0.949)
C (-4.216, 1.693, -0.747)
C (-5.068, 1.704, 0.573)
C (-6.169, 2.770, 0.442)
C (-4.309, 2.004, 1.845)
C (-5.753, 0.339, 0.762)
C (-5.020, 1.457, -1.876)
C (-4.497, 1.462, -3.152)
C (-3.159, 1.765, -3.338)
C (-2.311, 2.067, -2.268)
C (-0.860, 2.547, -2.648)
C (-0.669, 2.688, -4.165)
C (0.164, 1.521, -2.195)
C (-0.524, 3.918, -2.062)
C (-1.707, 3.229, 0.898)
C (-2.255, 4.559, 0.618)
C (-3.324, 4.853, -0.265)
C (-3.658, 6.181, -0.546)
C (-2.942, 7.239, 0.031)
C (-1.902, 6.956, 0.931)
C (-1.587, 5.638, 1.256)
N (-0.877, 3.026, 1.904)
H (1.485, 3.738, 1.453)
H (2.446, 3.482, -0.018)
H (0.900, 2.666, 0.161)
H (3.278, -0.127, 0.728)
H (1.660, 0.240, 0.103)
H (3.090, 1.046, -0.606)
H (4.627, 1.535, 1.910)
H (4.327, 2.894, 0.842)
H (3.875, 3.020, 2.548)
H (3.718, 0.576, 3.324)
H (2.879, -0.360, 5.432)
H (0.479, -0.340, 5.912)
H (-2.195, 2.440, 3.539)
H (-3.287, 1.867, 4.811)
H (-1.711, 2.590, 5.220)
H (-1.458, -0.969, 6.086)
H (-1.281, 0.710, 6.667)
H (-2.863, 0.092, 6.188)
H (-1.945, -1.459, 3.818)
H (-3.398, -0.420, 3.789)
H (-2.124, -0.259, 2.550)
H (-0.124, -0.745, 1.039)
H (-3.530, -0.732, 0.052)
H (-4.573, -1.746, -1.999)
H (-0.690, -3.009, -3.332)
H (0.376, -1.737, -1.451)
H (-6.854, 2.552, -0.383)
H (-6.759, 2.805, 1.368)
H (-5.734, 3.763, 0.281)
H (-3.479, 1.304, 1.995)
H (-3.933, 3.033, 1.870)
H (-4.982, 1.888, 2.711)
H (-5.050, -0.423, 1.118)
H (-6.544, 0.426, 1.520)
H (-6.213, -0.029, -0.161)
H (-6.087, 1.260, -1.748)
H (-5.131, 1.234, -4.011)
H (-2.783, 1.782, -4.360)
H (-1.366, 3.416, -4.594)
H (0.347, 3.050, -4.373)
H (-0.778, 1.729, -4.683)
H (0.076, 1.332, -1.126)
H (0.011, 0.561, -2.704)
H (1.188, 1.870, -2.393)
H (-0.415, 3.886, -0.977)
H (0.432, 4.275, -2.476)
H (-1.302, 4.651, -2.308)
H (-3.878, 4.043, -0.743)
H (-4.487, 6.385, -1.226)
H (-3.200, 8.274, -0.211)
H (-1.336, 7.765, 1.392)
H (-0.809, 5.389, 1.984)
F (1.010, -4.878, 5.109)
C (0.550, -5.360, 3.918)
F (0.784, -6.692, 3.872)
F (-0.798, -5.161, 3.875)
S (1.389, -4.479, 2.569)
N (1.172, -5.648, 1.322)
C (2.085, -6.705, 1.058)
O (3.081, -6.952, 1.723)
C (1.553, -7.397, -0.142)
C (0.533, -6.704, -0.763)
C (-0.106, -7.160, -1.913)
C (0.338, -8.367, -2.469)
C (1.397, -9.069, -1.868)
C (2.014, -8.596, -0.710)
S (0.185, -5.162, -0.015)
O (-1.191, -5.073, 0.380)
O (0.837, -4.079, -0.706)
H (-0.917, -6.569, -2.333)
H (-0.141, -8.740, -3.372)
H (1.738, -9.998, -2.324)
H (2.839, -9.117, -0.224)


# C51H56LaNOP2Sb

C51H56LaNOP2Sb as an isolated structure (ωB97M-V/def2-TZVPD, the OMol25 dataset).

Output
**Net charge**: +3
**E**: -3060.5384 Eh
**ΔE to the lowest compared entry with this formula, charge and spin**: 2.8126 eV

Positions of all 113 atoms, in Å:
La (14.519, 13.119, 12.874)
O (16.573, 12.270, 14.172)
C (17.661, 13.059, 13.781)
C (18.486, 13.808, 14.771)
C (19.600, 14.450, 14.281)
C (19.947, 14.399, 12.905)
C (19.323, 13.518, 12.009)
C (18.115, 12.907, 12.460)
P (17.188, 11.785, 11.336)
C (18.340, 10.433, 11.654)
C (17.814, 9.451, 12.546)
C (18.665, 8.607, 13.203)
C (20.014, 8.620, 12.850)
C (20.564, 9.566, 11.974)
C (19.720, 10.470, 11.337)
C (17.405, 12.308, 9.570)
C (16.717, 13.441, 9.130)
C (16.941, 13.995, 7.882)
C (17.944, 13.481, 6.993)
C (18.597, 12.347, 7.403)
C (18.214, 11.708, 8.631)
C (16.677, 11.478, 15.354)
C (17.866, 10.828, 15.523)
C (18.063, 10.091, 16.702)
C (17.155, 10.289, 17.787)
C (15.958, 10.996, 17.596)
C (15.595, 11.476, 16.274)
P (13.905, 11.910, 15.716)
C (13.082, 12.705, 17.105)
C (11.806, 12.388, 17.444)
C (11.226, 13.096, 18.479)
C (11.939, 13.997, 19.257)
C (13.233, 14.310, 18.900)
C (13.842, 13.682, 17.828)
C (13.058, 10.336, 15.479)
C (13.466, 9.202, 16.170)
C (12.899, 7.948, 15.866)
C (11.739, 7.920, 15.076)
C (11.201, 9.057, 14.518)
C (11.884, 10.310, 14.687)
H (18.244, 13.875, 15.822)
H (20.287, 14.922, 14.984)
H (20.831, 14.954, 12.621)
H (19.731, 13.321, 10.992)
H (16.771, 9.428, 12.779)
H (18.271, 7.985, 13.969)
H (20.717, 7.860, 13.190)
H (21.633, 9.635, 11.694)
H (20.079, 11.269, 10.686)
H (15.892, 13.793, 9.822)
H (16.449, 14.922, 7.639)
H (18.078, 13.840, 5.930)
H (19.367, 11.953, 6.742)
H (18.644, 10.716, 8.840)
H (18.683, 10.873, 14.755)
H (18.934, 9.480, 16.901)
H (17.381, 9.813, 18.708)
H (15.210, 11.024, 18.386)
H (11.286, 11.511, 16.945)
H (10.207, 12.910, 18.805)
H (11.504, 14.417, 20.122)
H (13.766, 15.024, 19.510)
H (14.915, 13.925, 17.610)
H (14.355, 9.283, 16.835)
H (13.436, 7.128, 16.185)
H (11.210, 6.944, 14.903)
H (10.209, 8.992, 14.090)
H (11.474, 11.151, 14.107)
N (13.208, 15.019, 14.372)
C (13.885, 15.720, 13.299)
C (15.307, 15.592, 13.392)
C (16.123, 15.740, 12.270)
C (15.500, 16.092, 11.048)
C (14.132, 16.264, 10.925)
C (13.329, 15.974, 12.036)
H (12.200, 14.817, 14.327)
H (13.627, 15.179, 15.288)
H (15.739, 15.334, 14.380)
H (17.219, 15.644, 12.283)
H (16.203, 16.126, 10.200)
H (13.742, 16.619, 9.953)
H (12.259, 15.812, 11.800)
C (8.956, 13.895, 11.572)
C (9.396, 12.982, 10.460)
C (8.633, 13.190, 9.209)
Sb (11.613, 13.301, 10.014)
C (12.081, 14.215, 7.899)
C (11.356, 15.521, 7.973)
C (11.910, 13.288, 6.729)
C (12.600, 11.195, 9.753)
C (11.554, 10.109, 10.044)
C (13.838, 11.076, 10.653)
H (7.836, 13.735, 11.741)
H (9.176, 14.925, 11.300)
H (9.426, 13.643, 12.582)
H (9.398, 11.880, 10.732)
H (8.403, 14.243, 9.083)
H (7.660, 12.691, 9.275)
H (9.140, 12.773, 8.265)
H (13.142, 14.213, 8.170)
H (10.314, 15.437, 8.308)
H (11.477, 15.993, 6.983)
H (11.818, 16.145, 8.711)
H (12.311, 12.299, 7.038)
H (12.439, 13.657, 5.822)
H (10.931, 13.233, 6.267)
H (12.933, 11.249, 8.725)
H (11.405, 10.011, 11.166)
H (11.903, 9.148, 9.625)
H (10.618, 10.283, 9.494)
H (13.506, 11.120, 11.719)
H (14.562, 11.923, 10.473)
H (14.314, 10.086, 10.559)


> E of number 3 (C51H56F3N5O5S2)?

-3722.8291 Eh


> Among the records above, which one has the lowest E?

C51H56AsCdN7O3S2Sb